The following is a quantum chemistry calculation of C16H25Cl16N3S as an isolated structure, from OMol25.

Last column: Löwdin charge in e.
Geometry (Å):
Cl 1.264 -1.267 -10.351  0.49
Cl -1.218 -1.356 -2.520  0.48
Cl -2.881 0.193 5.646  0.52
Cl 7.094 4.709 4.717  0.51
Cl 3.656 -1.445 -2.102  0.51
Cl 0.374 -2.076 0.682  0.62
Cl 3.221 -4.047 -6.842  0.53
Cl 2.274 0.014 0.015  0.67
Cl 0.075 -3.918 -10.626  0.50
Cl -2.696 3.656 -3.990  0.51
Cl -1.851 -3.660 -4.197  0.50
Cl 4.412 3.708 4.135  0.51
Cl 1.837 -2.592 -4.724  0.48
Cl -3.532 -2.143 4.022  0.50
Cl -3.054 1.797 -1.769  0.54
Cl -2.323 -3.196 0.747  0.54
S 2.699 1.744 5.152  0.84
N 1.512 2.803 4.653  -0.25
N 2.577 0.449 4.134  -0.25
N -2.001 2.305 1.064  -0.05
C 3.846 -0.399 -0.688  -0.95
C 0.917 2.107 3.606  -0.33
C -4.066 1.266 2.207  -0.09
C -3.159 2.554 1.967  -0.26
C 1.515 0.757 3.287  -0.32
C 0.870 -2.782 -9.529  -1.04
C 6.143 3.354 4.096  -1.00
C -0.670 -3.330 1.360  -0.90
C -2.618 3.445 -2.238  -1.01
C -4.002 -1.153 5.410  -1.02
C -0.228 0.511 1.460  -0.11
C -0.836 1.868 1.814  -0.21
C -0.246 2.674 2.879  0.02
C 3.404 -3.002 -5.427  -1.03
C -2.341 -2.691 -2.801  -1.03
C 0.935 -0.061 2.160  -0.27
H 6.336 2.477 4.710  0.03
H -3.309 4.139 -1.767  0.03
H 4.349 0.517 -0.990  0.03
H 0.204 -2.569 -8.697  0.03
H 4.001 -3.521 -4.681  0.02
H -4.001 -1.774 6.302  0.03
H -0.709 3.672 3.086  0.12
H -0.673 -0.085 0.637  0.03
H -3.770 3.395 1.520  0.11
H 4.441 -0.918 0.059  0.03
H -2.360 -3.326 -1.921  -0.04
H -1.604 3.648 -1.902  0.03
H -4.290 0.778 1.222  0.07
H 1.425 -1.089 1.918  -0.01
H -3.332 -2.284 -2.985  0.03
H -4.999 -0.756 5.237  0.03
H -0.689 -3.223 2.443  0.03
H 3.906 -2.086 -5.728  0.03
H -5.027 1.649 2.653  0.08
H -2.268 1.465 0.518  0.02
H 1.789 -3.232 -9.160  -0.03
H -3.621 0.565 2.965  0.01
H 6.439 3.157 3.069  0.03
H -0.272 -4.306 1.093  0.03
H -2.866 2.909 2.994  0.10

=====

The following is a quantum chemistry calculation of C16H25Cl2LuN3O4S as an isolated structure, from OMol25.

Last column: Löwdin charge in e.
Geometry (Å):
Lu -1.804 0.263 0.958  1.36
Cl 3.593 -2.083 2.308  0.77
Cl 2.691 -0.169 -2.715  0.77
S -3.163 -1.405 2.174  0.20
O -0.914 -1.182 -0.656  -0.28
O -0.640 2.400 1.680  -0.23
O 0.366 -0.455 1.717  -0.23
O -1.509 1.462 -1.181  -0.24
N -4.111 0.888 0.965  -0.25
N 1.928 -0.775 -0.039  0.06
N -4.531 -0.988 -0.509  0.03
C 1.016 -1.430 0.817  -0.32
C 3.205 -1.247 -0.311  -0.27
C 1.112 0.603 2.383  -0.14
C -1.092 2.779 -0.726  -0.13
C -0.060 -2.134 0.004  -0.08
C 4.015 -1.896 0.627  -0.55
C 5.734 -2.145 -1.069  -0.06
C -4.845 1.719 0.043  -0.13
C 0.157 1.760 2.746  -0.12
C 4.953 -1.456 -1.985  -0.09
C 5.252 -2.352 0.220  -0.10
C -0.055 2.816 0.418  -0.14
C 3.707 -1.040 -1.596  -0.55
C -1.019 -0.760 -2.020  -0.12
C -0.670 0.743 -2.108  -0.15
C -3.707 -0.382 0.335  -0.84
H -0.693 3.353 -1.555  0.14
H -2.019 3.263 -0.388  0.14
H 1.962 0.896 1.740  0.13
H 5.311 -1.254 -2.980  0.11
H 0.413 -2.800 -0.719  0.15
H -4.848 2.755 0.361  0.08
H -2.067 -0.911 -2.328  0.14
H -5.504 -1.175 -0.315  0.10
H 1.500 -2.187 1.444  0.10
H -4.056 -1.716 -1.033  0.09
H 1.491 -0.372 -0.833  0.02
H -5.866 1.378 -0.167  0.09
H 0.375 0.897 -1.868  0.06
H -0.337 -1.329 -2.664  0.14
H -0.864 1.105 -3.117  0.15
H -0.625 1.377 3.417  0.13
H -4.307 1.688 -0.911  0.08
H 5.849 -2.863 0.970  0.11
H 0.728 2.525 3.292  0.14
H 6.720 -2.509 -1.319  0.12
H 0.816 2.202 0.173  0.12
H -0.738 -2.679 0.666  0.12
H -4.635 0.715 1.812  0.07
H 0.268 3.866 0.513  0.15
H 1.514 0.240 3.330  0.13

net charge: +1
ΔE to the lowest compared entry with this formula, charge and spin: 8.7 kcal per mole

=====

Number 1: lowest unoccupied orbital energy -0.48 eV. Number 2: lowest unoccupied orbital energy -2.12 eV.